[1]
{"formula": "C22H31NO4PSV", "method": "ωB97M-V/def2-TZVPD", "gap_ev": [7.0, 7.4], "total_energy_ev": -78814.059, "s2": 3.759, "e_lumo_ha": [0.097, 0.097], "homo_energy_ha": [-0.15970, -0.17311], "total_charge": -1, "spin_multiplicity": 4, "species": ["V", "O", "S", "O", "O", "O", "C", "C", "C", "P", "C", "C", "C", "C", "C", "C", "C", "C", "C", "C", "N", "C", "C", "C", "C", "C", "C", "C", "C", "C", "H", "H", "H", "H", "H", "H", "H", "H", "H", "H", "H", "H", "H", "H", "H", "H", "H", "H", "H", "H", "H", "H", "H", "H", "H", "H", "H", "H", "H", "H", "H"], "positions_angstrom": [[-0.107, 0.329, -0.077], [-1.609, 1.820, 0.535], [-0.309, 2.470, 0.952], [-0.421, 3.738, 1.610], [0.332, 1.357, 1.761], [0.499, 2.438, -0.318], [0.888, -2.310, 2.352], [-0.605, -2.550, 2.122], [-0.985, -4.003, 2.376], [-1.043, -1.859, 0.466], [-2.842, -2.177, 0.238], [-3.239, -1.678, -1.150], [-3.625, -1.444, 1.327], [-0.208, -2.863, -0.783], [-0.463, -4.215, -0.991], [0.209, -4.962, -1.948], [-0.062, -6.430, -2.142], [1.164, -4.289, -2.710], [1.427, -2.944, -2.546], [0.735, -2.167, -1.585], [0.921, -0.817, -1.432], [1.964, -0.228, -2.191], [3.274, -0.236, -1.698], [3.558, -0.868, -0.365], [4.283, 0.362, -2.442], [4.023, 0.980, -3.659], [5.124, 1.663, -4.427], [2.715, 0.990, -4.123], [1.681, 0.400, -3.407], [0.265, 0.446, -3.906], [1.171, -2.631, 3.358], [1.134, -1.252, 2.249], [1.484, -2.878, 1.633], [-1.157, -1.904, 2.814], [-0.386, -4.672, 1.756], [-2.040, -4.201, 2.172], [-0.794, -4.263, 3.420], [-3.032, -3.254, 0.301], [-3.067, -0.601, -1.226], [-4.301, -1.865, -1.331], [-2.663, -2.173, -1.934], [-3.356, -0.384, 1.337], [-3.428, -1.854, 2.320], [-4.699, -1.523, 1.140], [-1.219, -4.707, -0.387], [-0.970, -6.730, -1.617], [0.756, -7.048, -1.762], [-0.193, -6.679, -3.197], [1.717, -4.836, -3.468], [2.166, -2.465, -3.176], [2.993, -0.363, 0.423], [4.620, -0.806, -0.125], [3.258, -1.918, -0.350], [5.297, 0.354, -2.052], [6.071, 1.133, -4.320], [5.277, 2.684, -4.068], [4.886, 1.721, -5.490], [2.488, 1.478, -5.067], [0.221, 0.871, -4.910], [-0.352, 1.061, -3.245], [-0.181, -0.550, -3.926]]}

=====

[2]
{"formula": "C22H31PtS2SbTe", "method": "ωB97M-V/def2-TZVPD", "gap_ev": 6.2, "total_energy_ev": -62064.392, "e_lumo_ha": -0.009, "homo_energy_ha": -0.23716, "total_charge": 0, "relative_energy_kcal_mol": 34.4, "spin_multiplicity": 1, "species": ["Pt", "C", "C", "S", "C", "C", "S", "H", "H", "H", "H", "H", "H", "Te", "C", "C", "C", "C", "C", "C", "C", "C", "C", "C", "C", "C", "H", "H", "H", "H", "H", "H", "H", "H", "H", "H", "C", "C", "Sb", "C", "C", "C", "C", "H", "H", "H", "H", "H", "H", "H", "H", "H", "H", "H", "H", "H", "H", "H"], "positions_angstrom": [[-0.039, 0.143, -0.735], [-1.815, -3.953, 0.389], [-1.634, -2.571, -0.183], [-0.252, -1.715, 0.495], [-2.426, -1.958, -1.106], [-3.676, -2.545, -1.714], [-2.028, -0.354, -1.711], [-1.059, -4.153, 1.143], [-1.724, -4.721, -0.385], [-2.792, -4.067, 0.874], [-3.976, -3.462, -1.199], [-3.534, -2.779, -2.773], [-4.500, -1.830, -1.653], [-1.213, 2.184, 1.653], [-1.530, 4.175, 2.339], [-2.747, 4.533, 2.925], [-2.959, 5.836, 3.379], [-1.958, 6.791, 3.246], [-0.742, 6.444, 2.666], [-0.528, 5.140, 2.219], [-1.454, 2.555, -0.418], [-2.718, 2.677, -0.990], [-2.853, 2.797, -2.368], [-1.734, 2.767, -3.197], [-0.469, 2.644, -2.642], [-0.324, 2.557, -1.254], [-3.531, 3.792, 3.027], [-3.909, 6.102, 3.833], [-2.124, 7.803, 3.596], [0.042, 7.185, 2.565], [0.424, 4.878, 1.779], [-3.597, 2.639, -0.360], [-3.841, 2.880, -2.803], [-1.852, 2.840, -4.273], [0.411, 2.632, -3.278], [0.662, 2.539, -0.826], [3.869, 0.086, -2.928], [3.753, 1.062, -1.746], [2.463, 0.384, -0.177], [3.466, -1.399, 0.448], [3.171, -2.657, -0.378], [3.151, 1.681, 1.384], [2.809, 3.153, 1.138], [4.515, 0.496, -3.709], [2.893, -0.118, -3.376], [4.297, -0.870, -2.619], [3.373, 2.031, -2.077], [4.722, 1.241, -1.275], [3.182, -1.540, 1.494], [4.532, -1.160, 0.435], [2.102, -2.889, -0.365], [3.715, -3.517, 0.028], [3.473, -2.541, -1.419], [4.232, 1.545, 1.471], [2.695, 1.320, 2.308], [3.243, 3.521, 0.203], [3.187, 3.790, 1.946], [1.733, 3.290, 1.093]]}

=====

Number 2 is which compound? C22H31PtS2SbTe